(1)
A 2-piece molecular cluster, C5H14N2O overall, computed with ωB97M-V/def2-TZVPD.

XYZ file:
```
22
C5H14N2O | the Open Molecules 2025 dataset | ωB97M-V/def2-TZVPD
C 0.545 -0.739 2.881
C 1.209 -0.619 1.745
C 0.836 -1.370 0.498
C -0.349 -0.772 -0.318
N -0.015 0.237 -1.310
C -0.190 1.628 -0.942
N 0.657 2.166 0.106
H 0.825 -0.180 3.769
H -0.375 -1.302 3.006
H 2.061 0.045 1.630
H 0.546 -2.405 0.710
H 1.676 -1.513 -0.190
H -1.118 -0.408 0.357
H -0.808 -1.641 -0.807
H 0.883 0.061 -1.736
H -1.231 1.787 -0.681
H 0.059 2.210 -1.819
H 1.636 2.017 -0.105
H 0.450 1.757 1.007
O -2.542 -0.543 -2.915
H -1.664 -0.478 -2.481
H -3.093 0.060 -2.407
```

## Properties
Multiplicity = 1
HOMO = -8.84 eV
SMILES = C=CCCNCN.O

natural (NBO) population analysis, charges in e, atoms 1 to 6: -0.398, -0.186, -0.465, -0.220, -0.668, -0.055


(2)
One molecule with the formula C5H14N2O, computed with ωB97M-V/def2-TZVPD.

XYZ file:
```
22
C5H14N2O | the Open Molecules 2025 dataset | ωB97M-V/def2-TZVPD
C -1.658 1.728 -0.252
C -0.460 0.911 -0.773
C -0.020 -0.161 0.322
C -0.841 -1.481 0.160
N -2.243 -1.311 0.564
N 1.350 -0.612 0.320
C 2.504 0.307 0.113
O 3.517 -0.439 -0.574
H -1.682 2.726 -0.691
H -2.588 1.292 -0.536
H -1.566 1.823 0.849
H -0.503 0.286 -1.644
H 0.253 1.645 -1.044
H -0.225 0.209 1.339
H -0.334 -2.302 0.782
H -0.980 -1.788 -0.892
H -2.643 -0.532 0.051
H -2.313 -1.236 1.594
H 1.425 -1.505 -0.338
H 2.340 1.117 -0.585
H 2.831 0.406 1.160
H 3.837 -1.083 0.074
```

## Properties
Multiplicity = 1
HOMO = -8.70 eV
SMILES = CC[C@@H](CN)NCO

natural (NBO) population analysis, charges in e, atoms 1 to 6: -0.607, -0.439, -0.050, -0.223, -0.847, -0.681


Short version: (2) is the least stable of them.


(1)
C4H6N4 as an isolated structure, computed with ωB97M-V/def2-TZVPD.

XYZ file:
```
14
C4H6N4 | the Open Molecules 2025 dataset | ωB97M-V/def2-TZVPD
C -0.476 -1.169 0.092
C -1.097 0.134 -0.174
C -0.088 1.107 -0.256
C 1.075 0.475 -0.364
H -1.974 -1.841 1.517
H -1.607 -3.174 -0.209
H -2.171 0.460 0.105
H 1.982 0.762 -0.697
H 1.822 -1.355 -0.322
H 1.477 2.399 0.785
N -1.093 -2.417 0.706
N 0.925 -0.850 -0.025
N 0.066 2.499 -0.939
N 1.160 2.972 -0.218
```

## Properties
Multiplicity = 1
HOMO = -8.48 eV

natural (NBO) population analysis, charges in e, atoms 1 to 6: 0.271, -0.319, -0.033, -0.060, 0.401, 0.399


(2)
A 2-piece molecular cluster, C4H6N4 overall, computed with ωB97M-V/def2-TZVPD.

XYZ file:
```
14
C4H6N4 | the Open Molecules 2025 dataset | ωB97M-V/def2-TZVPD
C -1.035 1.971 -1.056
C -1.841 -0.190 -1.410
C 0.645 0.022 -0.958
C -0.738 0.622 -0.949
N -1.257 3.107 -1.061
N -2.860 -0.680 -1.550
N 0.833 -1.217 -0.181
N -1.249 0.695 1.186
H 0.769 -0.146 -2.161
H 1.432 0.808 -0.745
H 0.826 -0.962 0.790
H 1.771 -1.422 -0.427
H -1.532 1.671 1.327
H -2.308 0.275 1.290
```

## Properties
Multiplicity = 1
HOMO (spin up / spin down) = -9.70 / -10.55 eV

natural (NBO) population analysis, charges in e, atoms 1 to 6: 0.229, 0.241, -0.234, -0.045, -0.255, -0.243


(3)
One molecule with the formula C4H6N4, computed with ωB97M-V/def2-TZVPD.

XYZ file:
```
14
C4H6N4 | the Open Molecules 2025 dataset | ωB97M-V/def2-TZVPD
C 1.163 0.733 -0.088
N 2.485 0.409 -0.017
N 2.690 -0.947 0.077
N 1.531 -1.451 -0.007
C 0.556 -0.525 -0.080
N -0.854 -0.956 -0.013
C -1.831 -0.207 -0.711
C -1.781 -0.060 0.784
H 0.863 1.812 -0.161
H 3.229 1.056 0.107
H -2.607 -0.818 -1.110
H -1.618 0.658 -1.275
H -2.480 -0.598 1.417
H -1.347 0.895 1.079
```

## Properties
Multiplicity = 1
HOMO = -9.44 eV
SMILES = c1[nH]nnc1N1CC1

natural (NBO) population analysis, charges in e, atoms 1 to 6: -0.133, -0.355, -0.041, -0.225, 0.202, -0.385


(4)
One molecule with the formula C4H6N4, computed with ωB97M-V/def2-TZVPD.

XYZ file:
```
14
C4H6N4 | the Open Molecules 2025 dataset | ωB97M-V/def2-TZVPD
C -0.350 1.301 0.278
C -2.776 0.445 0.188
C -1.624 0.751 0.304
C 0.685 0.535 0.047
N 0.555 -0.564 -0.880
N 0.292 -1.922 -0.203
N 0.012 -2.117 0.889
N 2.057 0.630 0.368
H -0.271 2.221 0.893
H -3.806 0.157 0.064
H -0.263 -0.388 -1.480
H 0.534 -2.710 -0.991
H 2.242 1.574 0.558
H 2.713 0.088 -0.035
```

## Properties
Multiplicity = 1
HOMO = -8.11 eV

natural (NBO) population analysis, charges in e, atoms 1 to 6: -0.431, -0.262, -0.014, 0.392, -0.569, -0.078


Short version: (1) is the least stable of them.


(1)
C4H6N4 as an isolated structure, computed with ωB97M-V/def2-TZVPD.

XYZ file:
```
14
C4H6N4 | the Open Molecules 2025 dataset | ωB97M-V/def2-TZVPD
C 0.698 -1.315 -0.908
C 0.560 0.160 -1.224
C -0.759 0.119 1.816
C -0.525 -0.511 0.527
H 0.035 -2.083 -1.702
H 1.727 -1.791 -0.904
H 1.390 0.692 -0.691
H 0.130 0.395 -2.091
H -0.968 2.565 0.114
H -0.869 -0.361 2.825
N -0.647 0.487 -0.330
N -0.272 1.741 0.427
N -0.660 1.453 1.787
N 0.160 -1.551 0.353
```

## Properties
Multiplicity = 1
HOMO = -8.74 eV

natural (NBO) population analysis, charges in e, atoms 1 to 6: -0.255, -0.265, 0.008, 0.297, 0.173, 0.220


(2)
One molecule with the formula C4H6N4, computed with ωB97M-V/def2-TZVPD.

XYZ file:
```
14
C4H6N4 | the Open Molecules 2025 dataset | ωB97M-V/def2-TZVPD
C -1.023 0.830 -0.075
N -2.355 0.679 0.011
N -2.765 -0.717 0.034
N -1.637 -1.301 0.005
C -0.495 -0.547 -0.277
C 0.963 -0.771 -0.184
C 1.739 -0.058 0.747
N 1.736 0.176 -0.742
H -0.599 1.782 -0.194
H -3.235 1.312 -0.396
H 1.045 -1.930 -0.371
H 1.364 0.994 1.310
H 2.650 -0.481 1.346
H 2.612 0.034 -1.213
```

## Properties
Multiplicity = 1
HOMO = -9.00 eV
SMILES = c1[nH]nnc1[C@@H]1CN1

natural (NBO) population analysis, charges in e, atoms 1 to 6: -0.038, -0.413, -0.055, -0.223, 0.051, -0.135


Short version: (2) is the least stable of them.


(1)
C4H6N4 as an isolated structure, computed with ωB97M-V/def2-TZVPD.

XYZ file:
```
14
C4H6N4 | the Open Molecules 2025 dataset | ωB97M-V/def2-TZVPD
C 0.094 -0.306 -1.080
C 0.434 -0.367 0.928
C -0.113 0.282 2.090
C -0.494 -0.112 0.072
H -0.226 0.572 -2.838
H -1.635 -0.323 -2.285
H 2.038 -1.234 -1.651
H 0.589 1.338 2.299
H -0.456 -0.255 3.031
H -1.564 1.460 0.878
N -0.576 -0.222 -2.235
N 1.473 -0.768 -0.839
N 1.715 -0.616 0.433
N -1.280 0.550 1.199
```

## Properties
Multiplicity = 1
HOMO = -7.84 eV

natural (NBO) population analysis, charges in e, atoms 1 to 6: 0.243, 0.075, -0.219, -0.048, 0.374, 0.403


(2)
One molecule with the formula C4H6N4, computed with ωB97M-V/def2-TZVPD.

XYZ file:
```
14
C4H6N4 | the Open Molecules 2025 dataset | ωB97M-V/def2-TZVPD
C 1.200 -1.205 -0.034
N 2.015 -0.078 -0.009
N 1.357 1.071 -0.275
C 0.110 0.604 0.066
C -1.359 1.121 -0.185
N -2.108 0.085 -0.089
N -1.305 -1.277 0.040
C -0.050 -0.793 -0.419
H 1.589 -2.172 -0.182
H 1.760 1.725 0.591
H 0.071 0.735 1.138
H -1.672 2.208 -0.303
H -1.268 -1.200 1.113
H -0.341 -0.825 -1.451
```

## Properties
Multiplicity = 1
HOMO = -9.32 eV
SMILES = C1=NN[C@H]2C=NN[C@H]12

natural (NBO) population analysis, charges in e, atoms 1 to 6: -0.024, -0.195, -0.388, -0.121, 0.050, -0.266


(3)
One molecule with the formula C4H6N4, computed with ωB97M-V/def2-TZVPD.

XYZ file:
```
14
C4H6N4 | the Open Molecules 2025 dataset | ωB97M-V/def2-TZVPD
H -3.716 1.314 0.967
N -2.770 1.078 0.446
N -1.846 1.024 1.277
C -0.619 0.503 0.623
C 0.696 0.195 0.980
C 1.239 -0.297 -0.185
N 2.519 -0.959 -0.310
C 0.318 -0.218 -1.210
N -0.857 0.201 -0.632
H 1.308 0.412 1.903
H 2.457 -1.684 -1.007
H 2.770 -1.476 0.498
H 0.383 -0.372 -2.306
H -1.882 0.281 -1.044
```

## Properties
Multiplicity = 1
HOMO = -7.82 eV
SMILES = [H]/N=N/c1cc(N)c[nH]1

natural (NBO) population analysis, charges in e, atoms 1 to 6: 0.334, -0.400, -0.095, 0.197, -0.324, 0.081


Short version: (2) is the least stable of them.